Record 1
Molecular formula: C34H39N5O4P2Ru
Method: DFT, ωB97M-V/def2-TZVPD

```
! RIJCOSX wB97M-V def2-TZVPD def2/J DEFGRID3
* xyz 2 5
N -1.788 1.087 -3.687
C 0.486 -0.109 0.780
H -3.893 0.709 -5.493
C -0.649 1.262 8.848
C -0.847 0.955 10.188
H -1.601 3.881 -1.923
H 3.385 -3.920 -8.062
H 1.026 0.381 -0.048
H 0.280 -1.139 0.438
O 0.018 1.789 6.172
C -1.998 2.062 -4.664
C 1.366 -0.166 1.986
C 2.438 -3.758 -4.882
H -1.777 2.019 4.146
H -1.374 1.162 -1.583
H -0.990 -1.591 -6.002
H 2.068 -0.992 2.037
C -1.708 3.113 -2.675
C 4.685 1.244 -4.863
H 2.016 3.073 2.788
C -1.435 -1.320 9.570
H 3.114 -5.590 -5.920
H -2.128 1.806 -5.708
H 1.276 -2.158 4.330
H -2.129 4.252 -4.574
H -0.757 1.653 0.621
C -0.818 0.283 7.845
H -3.186 -3.011 -3.589
C 2.649 -2.391 -6.654
O -1.045 0.183 12.808
H -0.527 3.680 2.477
H 0.144 3.361 4.065
H -0.718 1.718 10.953
H -1.450 -1.763 7.459
C -3.734 -2.302 -4.186
H 5.415 1.762 -5.467
O -1.558 -1.876 12.252
C -0.844 -0.582 -5.587
H -6.010 -0.870 -6.136
H -2.188 0.114 2.710
C -1.977 3.311 -4.068
H 0.780 0.858 -5.434
C -1.195 -0.351 10.563
O -0.768 -0.251 5.520
C -5.165 -1.136 -5.517
C -0.488 0.676 6.410
C -1.070 1.809 3.346
H -0.374 2.272 8.563
Ru 0.219 -0.051 3.701
N -1.269 -0.696 11.941
H 1.603 -0.919 5.613
H 1.082 -0.444 -6.578
C -0.081 2.886 3.097
C -4.093 -0.310 -5.200
C 3.047 -3.656 -7.068
C -1.327 0.740 2.472
N 2.290 -2.431 -5.306
C -0.831 0.644 1.045
C 3.461 0.518 -3.087
H 2.182 -4.024 -3.866
H -1.398 0.104 -6.243
N 3.005 -0.144 -4.240
H 2.721 -1.042 4.149
C -1.589 1.748 -2.467
H 3.000 0.293 -2.138
P -1.538 -0.642 -3.858
H 2.581 -1.480 -7.236
C 1.700 -1.159 4.542
H -1.756 -2.311 9.884
H -5.572 -3.268 -4.919
N -3.219 -1.005 -4.354
H -1.622 0.126 0.486
H 1.128 2.555 1.325
C -1.249 -1.013 8.224
H 3.565 -0.030 -6.327
C -4.936 -2.399 -4.876
C 3.751 0.329 -5.326
H 5.047 2.013 -2.780
C 1.694 1.014 2.733
C 2.908 -4.529 -5.943
P 1.553 -1.137 -4.240
H 2.613 0.964 3.313
C 1.223 2.409 2.411
C 0.652 -0.223 -5.591
C 4.496 1.371 -3.447
*
```

gap between HOMO and LUMO (alpha / beta): 0.2316 / 0.1043 Ha
electronic energy: -2670.46382 Eh
⟨S²⟩: 6.03
HOMO energy (alpha / beta): -12.07 / -12.07 eV
LUMO level (alpha / beta): -5.768 / -9.232 eV

Charges obtained by Mulliken population analysis, quoted in units of e: 0.41, -0.30, 0.43, -0.44, -0.46, 0.46, 0.44, 0.02, 0.51, -0.60, -0.02, -0.46, -0.46, 0.62, 0.00, 0.55, 0.67, -0.34, -0.68, 0.41, -0.49, 0.41, 0.40, 0.35, 0.47, 0.29, 0.31, 0.44, -0.05, -0.55, 0.40, 0.53, 0.47, 0.38, -0.16, 0.45, -0.56, -1.05, 0.47, 0.71, -1.16, 0.50, -0.04, -0.80, -0.61, 0.89, -0.55, 0.43, 0.55, 0.91, 0.29, 0.46, -0.70, 0.17, -0.78, -0.58, 0.29, -0.89, -0.34, 0.40, 0.41, 0.35, 0.46, -0.16, 0.32, -0.12, 0.29, -1.15, 0.47, 0.46, 0.23, 0.46, 0.37, -0.37, 0.23, -0.51, -0.11, 0.42, 0.01, -0.59, -0.01, 0.56, -1.12, -0.77, -0.59



Record 2
Molecular formula: C34H40As2I2N5OY
Method: DFT, ωB97M-V/def2-TZVPD

```
! RIJCOSX wB97M-V def2-TZVPD def2/J DEFGRID3
* xyz 2 1
H -18.468 -5.671 -15.277
H -14.623 -7.866 -8.097
H -17.090 -3.517 -11.175
H -16.128 -11.685 -15.926
N -16.228 -9.068 -9.937
C -11.969 -9.657 -12.108
C -15.950 -6.422 -8.822
C -15.690 -2.028 -15.760
C -17.361 -6.148 -9.266
O -13.868 -8.414 -11.551
C -16.509 -2.889 -15.034
H -13.629 -7.432 -16.059
N -26.344 -7.780 -12.396
N -19.652 -6.970 -9.368
C -11.272 -10.579 -12.937
C -16.011 -10.287 -14.301
H -18.644 -9.255 -8.835
I -10.758 -12.427 -15.262
C -13.949 -10.030 -13.244
C -18.000 -8.523 -8.285
I -10.817 -8.526 -10.866
H -12.471 -6.161 -15.997
H -17.801 -2.712 -12.553
H -19.210 -4.208 -14.631
H -15.250 -9.403 -10.054
H -19.441 -7.376 -10.347
H -20.419 -7.529 -8.998
As -13.860 -6.041 -13.848
H -10.195 -10.720 -12.825
C -17.663 -3.664 -12.069
H -14.187 -6.655 -9.880
H -16.071 -1.232 -16.403
C -14.619 -4.429 -14.636
H -23.475 -6.759 -14.187
C -23.155 -8.808 -11.365
H -18.662 -6.576 -7.635
C -15.482 -11.242 -15.168
H -20.944 -7.012 -14.117
C -12.942 -6.886 -15.349
C -14.360 -2.330 -15.886
H -19.377 -5.705 -13.770
H -11.715 -4.791 -13.836
C -12.229 -5.343 -13.024
H -11.674 -6.139 -12.622
H -23.720 -9.263 -10.613
C -14.174 -11.614 -14.999
C -13.262 -9.346 -12.260
C -15.958 -4.040 -14.462
H -15.968 -7.470 -6.995
H -14.998 -5.469 -10.468
H -15.610 -5.507 -8.263
H -17.556 -2.690 -14.936
C -13.863 -3.488 -15.344
H -17.471 -6.368 -10.396
H -13.649 -1.698 -16.478
C -21.002 -8.238 -12.343
C -11.993 -11.286 -13.890
C -23.019 -7.353 -13.383
N -15.123 -6.397 -10.048
C -18.702 -5.163 -14.366
H -13.770 -12.319 -15.697
H -17.574 -5.096 -9.081
H -18.153 -8.786 -7.222
C -19.571 -8.199 -12.205
H -12.519 -4.668 -12.215
As -17.134 -5.114 -13.298
C -21.598 -7.500 -13.340
N -15.279 -9.648 -13.370
H -12.254 -7.625 -14.893
H -19.939 -5.952 -9.469
Y -15.885 -7.629 -12.034
C -16.541 -8.846 -8.481
C -15.733 -7.672 -8.024
H -18.656 -3.933 -11.727
H -16.291 -9.717 -7.955
H -21.334 -9.512 -10.673
H -12.859 -3.775 -15.663
H -16.863 -9.782 -10.253
C -23.768 -8.004 -12.358
C -18.398 -8.046 -11.940
C -25.201 -7.821 -12.299
C -21.761 -8.910 -11.406
C -13.349 -10.967 -14.102
C -18.395 -7.011 -8.556
H -17.080 -10.094 -14.229
*
```

gap between HOMO and LUMO: 0.2650 Ha
electronic energy: -6773.41273 Eh
HOMO energy: -12.33 eV
LUMO level: -5.124 eV

Charges obtained by Mulliken population analysis, quoted in units of e: 0.55, 0.50, 0.36, 0.43, -0.27, -0.13, -0.30, -0.75, 0.61, 0.09, -0.75, 0.32, -0.38, 0.32, -0.56, -0.32, 0.44, 0.11, 0.56, -1.17, 0.04, 0.47, 0.49, 0.47, 0.30, -0.67, 0.52, 0.68, 0.37, -1.35, 0.23, 0.36, 0.11, 0.46, -1.00, 0.50, -0.99, 0.48, -1.19, -0.76, -0.10, 0.46, -1.01, 0.25, 0.55, -0.59, -0.11, 0.55, 0.47, 0.29, 0.41, 0.32, -0.57, -0.59, 0.35, 0.10, -0.84, -0.85, -0.48, -1.01, 0.28, 0.63, 0.44, 0.02, 0.31, 1.05, -0.26, 0.13, 0.37, 0.44, 0.15, -0.21, -1.49, 0.43, 0.82, 0.84, 0.21, 0.26, 0.64, -0.65, -0.13, -0.15, 1.11, -0.54, 0.48



Record 3
Molecular formula: C34H40BrF4N5O3Rb
Method: DFT, ωB97M-V/def2-TZVPD

```
! RIJCOSX wB97M-V def2-TZVPD def2/J DEFGRID3
* xyz -1 1
F 3.867 1.855 -6.789
H -4.437 1.571 6.597
H 1.155 -2.755 3.688
H 3.525 1.692 0.202
H 0.849 3.059 2.133
C -1.817 -0.531 2.413
C 1.808 2.693 1.758
H 1.198 0.675 2.338
H -2.910 -0.919 -4.767
H 2.569 3.426 2.090
O -2.147 0.265 -1.883
H -0.995 4.669 -0.384
C 2.565 0.014 -6.251
Br 2.229 -2.948 -0.039
C -2.590 1.516 3.703
C 1.915 -3.526 1.766
H -3.948 1.840 -1.973
H 0.194 -6.568 5.622
C 3.071 2.563 -0.271
H -4.437 -0.869 6.218
C 3.565 -6.583 5.183
O -1.996 2.325 2.898
C 0.979 3.869 -0.206
H -1.775 -0.339 -5.964
C 2.319 -6.835 5.754
C 3.224 1.147 -5.847
Rb 0.528 0.111 -0.404
C 2.073 1.327 2.355
H -4.929 3.032 -3.663
C -3.267 2.029 4.860
C -0.536 3.766 0.017
H 2.901 0.779 1.870
H 2.239 -7.389 6.689
F 1.319 -1.845 -5.595
N 1.715 2.693 0.278
C 2.035 -0.281 -3.933
C -3.899 1.178 5.731
H 4.450 -6.976 5.661
H -3.277 3.102 5.020
C -3.899 -0.201 5.548
H -0.758 0.286 -3.951
C 2.646 -4.564 2.174
H 4.649 -5.601 3.613
C -3.603 0.763 -5.928
C -2.493 0.001 -5.222
C -2.610 0.096 3.530
H -3.295 -1.807 4.243
C -1.696 0.793 -4.183
H -5.469 1.811 -5.570
H -3.147 1.553 -6.512
H -5.063 0.529 -4.381
H 3.674 3.420 0.051
H -0.938 2.900 -0.541
F 3.884 2.826 -4.373
H 2.352 1.439 3.407
C 1.253 -5.542 4.042
C -4.636 1.355 -4.992
N -0.838 -1.453 2.974
F 1.495 -1.051 -2.942
H 2.584 -0.362 -7.260
H 1.159 3.975 -1.281
H 2.761 3.270 -2.245
C 1.951 -0.714 -5.238
C -2.417 0.934 -2.868
H -0.471 -1.225 3.891
H -2.444 -1.147 1.779
H 4.247 2.400 -2.001
H 3.406 -4.949 1.514
H -4.086 0.111 -6.654
N -0.021 -2.082 2.141
C -4.105 2.415 -4.003
H 1.378 4.765 0.284
N -3.435 1.851 -2.838
O -1.209 0.435 1.604
C 2.501 -5.279 3.455
H -1.459 1.365 2.023
C 3.178 2.408 -1.774
C 0.986 -2.729 2.610
H -0.808 3.659 1.076
C 1.172 -6.345 5.166
C 3.272 1.601 -4.557
N 2.539 1.202 -2.206
H 0.324 -5.200 3.579
C -3.270 -0.726 4.437
C 3.673 -5.792 4.055
H -1.462 1.769 -4.581
C 2.643 0.922 -3.483
H -3.425 3.084 -4.490
*
```

gap between HOMO and LUMO: 0.2222 Ha
electronic energy: -4816.70571 Eh
HOMO energy: -3.94 eV
LUMO level: 2.110 eV

Charges obtained by Mulliken population analysis, quoted in units of e: -0.36, 0.32, 0.56, 0.28, 0.41, -0.16, -0.78, 0.08, 0.35, 0.31, -0.70, 0.50, -0.59, -0.23, 0.39, 0.27, 0.30, 0.34, -1.36, 0.34, -0.46, -0.82, -0.65, 0.36, -0.39, 0.02, 0.26, -1.01, 0.43, -0.65, -0.90, 0.29, 0.34, -0.39, 1.28, -0.35, -0.30, 0.36, 0.40, -0.71, -0.69, -0.99, 0.39, -0.75, -0.64, 0.04, 0.34, 0.34, 0.36, 0.32, 0.28, 0.31, 0.01, -0.37, 0.47, -0.36, -0.52, 0.29, -0.38, 0.48, 0.18, 0.50, 0.15, 0.30, 0.43, 0.06, 0.53, 0.40, 0.35, -0.49, -0.86, 0.28, -0.02, 0.03, 0.55, 0.21, -1.03, -0.34, 0.26, -0.56, 0.69, 0.21, 0.46, -0.37, -0.46, 0.54, 0.39, 0.31



Calculated energy above the lowest of the compared OMol25 structures with the same formula, charge and spin, 0.0; 44.8; 0.0 kcal/mol (same order as the records).